1.
DFT (the ωB97M-V functional and the def2-TZVPD basis) results for a cluster of 2 separate species, C3H12N2 in total.

- HOMO-LUMO gap: 9.2 eV
- Relative energy (zero: lowest compared OMol25 entry of this formula, charge and spin): 13.90 kcal/mol
- Multiplicity: 1
- LUMO: 1.079 eV

Last column: Löwdin charge in e.
Geometry (Å):
C -1.252 -0.254 2.143  -0.19
N -2.228 -0.349 1.056  -0.08
H -0.519 0.526 1.934  0.05
H -1.731 -0.022 3.102  0.06
H -0.751 -1.214 2.213  0.07
H -2.841 -1.139 1.183  0.05
H -2.777 0.487 0.922  0.05
C 0.708 -0.466 -2.186  -0.15
N 0.745 0.664 -1.269  -0.19
C 1.909 0.766 -0.422  -0.16
H 0.377 -1.397 -1.710  0.07
H 1.713 -0.611 -2.569  0.07
H 0.044 -0.235 -3.014  0.07
H -0.125 0.838 -0.784  0.08
H 2.759 0.308 -0.919  0.07
H 2.186 1.809 -0.239  0.07
H 1.781 0.287 0.558  0.06

2.
DFT (the ωB97M-V functional and the def2-TZVPD basis) results for a cluster of 2 separate species, C6H15NO in total in a non-equilibrium geometry.

- HOMO-LUMO gap: 10.7 eV
- Relative energy (zero: lowest compared OMol25 entry of this formula, charge and spin): 8.69 kcal/mol
- Multiplicity: 1
- LUMO: 0.806 eV

Last column: Löwdin charge in e.
Geometry (Å):
C -0.038 -1.017 -1.326  -0.47
C 0.149 -2.508 -1.715  -0.07
C 1.103 -0.143 -1.854  -0.09
C -1.388 -0.472 -1.795  -0.09
H -0.066 -0.972 -0.241  0.10
H 1.005 -2.621 -2.376  0.06
H -0.750 -2.903 -2.192  0.07
H 1.426 -0.513 -2.834  0.07
H 0.769 0.894 -1.931  0.06
H 2.005 -0.201 -1.249  0.07
H -1.506 0.540 -1.411  0.07
H -1.428 -0.385 -2.882  0.08
H -2.220 -1.092 -1.464  0.08
H 0.334 -3.149 -0.850  0.07
C 0.710 2.093 1.107  0.00
C -0.094 1.002 1.790  -0.61
O -1.292 0.877 1.633  0.03
N 0.604 0.194 2.636  0.15
H 0.210 3.004 1.467  0.09
H 0.477 2.054 0.050  0.06
H 0.118 -0.554 3.102  0.11
H 1.603 0.206 2.725  0.09
H 1.760 2.114 1.384  0.07

3.
DFT (the ωB97M-V functional and the def2-TZVPD basis) results for a cluster of 17 separate species, C17H68N34O17 in total in a non-equilibrium geometry.

- HOMO-LUMO gap: 8.7 eV
- Relative energy (zero: lowest compared OMol25 entry of this formula, charge and spin): 83.52 kcal/mol
- Multiplicity: 1
- LUMO: -0.481 eV

Last column: Löwdin charge in e.
Geometry (Å):
C -4.341 -1.519 -1.188  -0.70
O -4.860 -2.421 -1.800  0.02
N -4.913 -0.320 -0.870  0.16
N -3.011 -1.518 -0.827  0.15
H -4.433 0.421 -0.385  0.09
H -5.882 -0.157 -1.109  0.11
H -2.545 -0.812 -0.264  0.04
H -2.453 -2.338 -1.021  0.09
C 5.798 1.474 -0.192  -0.65
O 5.247 1.134 0.794  0.05
N 5.790 2.753 -0.737  0.15
N 6.492 0.591 -1.032  0.15
H 6.360 3.031 -1.523  0.10
H 5.191 3.451 -0.313  0.09
H 6.280 -0.378 -0.815  0.06
H 6.743 0.885 -1.964  0.09
C -4.349 4.326 -1.878  -0.70
O -4.598 5.399 -1.406  0.04
N -4.861 3.765 -3.055  0.14
N -3.392 3.497 -1.299  0.14
H -5.694 4.185 -3.447  0.10
H -4.795 2.761 -3.163  0.08
H -2.962 3.961 -0.499  0.08
H -2.995 2.710 -1.810  0.03
C -1.900 3.169 2.274  -0.64
O -2.068 4.143 2.963  0.05
N -1.226 3.153 1.043  0.14
N -2.402 1.894 2.514  0.14
H -0.565 3.877 0.780  0.04
H -1.019 2.292 0.551  0.06
H -3.123 1.788 3.212  0.07
H -2.291 1.127 1.855  0.05
C -1.026 5.602 -4.581  -0.71
O -0.240 4.902 -5.145  0.04
N -1.722 5.238 -3.452  0.15
N -1.391 6.867 -5.000  0.14
H -1.442 4.391 -2.978  0.08
H -2.458 5.776 -3.006  0.09
H -0.885 7.294 -5.761  0.10
H -2.066 7.465 -4.538  0.10
C 2.770 0.031 -4.975  -0.68
O 3.142 0.367 -6.044  0.08
N 3.328 0.442 -3.750  0.13
N 1.727 -0.827 -4.688  0.14
H 4.191 0.975 -3.835  0.09
H 3.228 -0.086 -2.887  0.04
H 1.140 -1.145 -5.451  0.09
H 1.563 -1.263 -3.791  0.04
C 1.496 5.261 -1.250  -0.67
O 1.288 5.899 -2.243  0.06
N 2.457 4.316 -1.057  0.15
N 0.628 5.407 -0.142  0.12
H 3.051 4.076 -1.838  0.10
H 2.395 3.614 -0.331  0.09
H -0.115 6.062 -0.353  0.11
H 0.943 5.101 0.780  0.10
C 2.454 -2.824 -1.576  -0.64
O 2.721 -1.677 -1.937  -0.01
N 1.307 -3.505 -1.951  0.16
N 3.174 -3.570 -0.698  0.18
H 0.771 -3.011 -2.659  0.10
H 1.415 -4.506 -2.014  0.09
H 4.064 -3.215 -0.373  0.05
H 2.733 -4.312 -0.178  0.09
C -2.635 -1.889 3.061  -0.65
O -3.129 -0.977 3.711  0.00
N -3.387 -2.643 2.197  0.17
N -1.311 -2.260 3.056  0.14
H -2.970 -3.348 1.600  0.10
H -4.377 -2.425 2.165  0.11
H -0.745 -1.866 3.796  0.07
H -1.115 -3.218 2.786  0.03
C 0.532 -4.966 3.047  -0.64
O -0.644 -4.909 2.606  -0.02
N 1.523 -5.596 2.325  0.14
N 0.910 -4.398 4.193  0.19
H 2.500 -5.483 2.574  0.09
H 1.243 -6.401 1.782  0.10
H 0.290 -3.769 4.693  0.12
H 1.852 -4.294 4.541  0.11
C -1.931 1.106 -3.843  -0.59
O -2.157 1.291 -2.603  -0.06
N -1.996 1.997 -4.846  0.19
N -1.642 -0.149 -4.318  0.16
H -2.345 2.946 -4.736  0.10
H -1.486 1.809 -5.701  0.12
H -1.676 -0.912 -3.659  0.10
H -1.628 -0.260 -5.321  0.10
C 3.436 -1.209 3.256  -0.68
O 3.362 -1.607 4.380  0.05
N 3.618 0.092 2.819  0.17
N 3.323 -2.079 2.152  0.13
H 3.573 0.814 3.528  0.11
H 3.899 0.321 1.881  0.04
H 3.727 -1.787 1.270  0.05
H 3.497 -3.049 2.387  0.08
C -6.769 0.992 3.978  -0.69
O -7.527 1.233 3.067  0.03
N -7.115 0.810 5.312  0.13
N -5.442 0.820 3.781  0.14
H -6.442 0.399 5.953  0.09
H -8.083 0.832 5.587  0.09
H -4.759 0.536 4.476  0.08
H -5.101 0.726 2.835  0.09
C -2.374 -6.039 -0.929  -0.69
O -2.604 -6.532 0.126  0.08
N -3.184 -5.776 -1.971  0.15
N -1.067 -5.613 -1.299  0.11
H -4.176 -5.933 -1.904  0.11
H -2.917 -5.464 -2.897  0.10
H -0.294 -5.782 -0.672  0.07
H -0.864 -5.270 -2.230  0.06
C 0.465 0.727 5.084  -0.66
O 1.535 0.463 5.538  0.06
N -0.364 1.716 5.635  0.14
N -0.113 0.252 3.922  0.15
H -0.090 2.038 6.549  0.09
H -1.334 1.727 5.354  0.08
H -0.723 0.892 3.413  0.06
H 0.554 -0.245 3.346  0.08
C 6.736 -2.404 0.706  -0.63
O 5.657 -2.207 0.102  -0.05
N 7.556 -3.509 0.521  0.16
N 7.088 -1.646 1.728  0.19
H 7.593 -4.101 -0.297  0.11
H 8.334 -3.624 1.162  0.10
H 6.499 -0.903 2.108  0.12
H 8.005 -1.607 2.153  0.12
C -0.226 -0.252 -0.106  -0.62
O -1.223 0.172 0.550  -0.07
N 0.137 0.064 -1.365  0.21
N 0.574 -1.153 0.496  0.20
H 1.090 -0.132 -1.645  0.08
H -0.504 0.580 -1.962  0.06
H 0.261 -1.468 1.406  0.08
H 1.233 -1.669 -0.074  0.06

4.
DFT (the ωB97M-V functional and the def2-TZVPD basis) results for a cluster of 5 separate species, C33H29BrF15O15PS in total in a non-equilibrium geometry.

- HOMO-LUMO gap: 8.6 eV
- Multiplicity: 1
- LUMO: -1.181 eV

Last column: Löwdin charge in e.
Geometry (Å):
O 4.834 -5.028 0.316  0.05
C 3.911 -4.283 0.302  -0.77
Br 2.112 -5.001 0.566  0.74
C 4.023 -2.780 0.120  -0.13
C 2.841 -2.192 -0.622  -0.25
C 2.456 -2.749 -1.844  -0.04
C 1.354 -2.274 -2.532  0.03
C 0.634 -1.226 -1.977  -0.08
C 1.031 -0.641 -0.782  -0.07
C 2.143 -1.115 -0.100  0.06
C 0.197 0.485 -0.281  -0.29
O 0.666 1.479 0.216  0.13
C -1.284 0.288 -0.472  -0.07
C -2.205 0.649 0.525  -0.23
P -1.715 1.388 2.162  0.89
O -1.219 2.886 1.743  -0.28
O -3.211 1.681 2.779  -0.30
C -3.549 0.356 0.296  -0.04
C -3.974 -0.251 -0.872  -0.02
C -3.055 -0.588 -1.857  -0.19
S -3.770 -1.405 -3.269  0.78
O -3.383 -0.865 -4.529  -0.24
O -5.173 -1.560 -2.999  -0.28
C -3.110 -3.136 -3.088  -0.66
F -3.222 -3.476 -1.798  0.15
F -1.828 -3.226 -3.432  0.15
F -3.844 -3.962 -3.817  0.16
C -1.693 -0.324 -1.663  -0.03
C -0.596 -0.702 -2.637  -0.28
O -0.699 -0.579 -3.830  0.15
H 4.068 -2.351 1.120  0.12
H 4.937 -2.606 -0.442  0.13
H 3.022 -3.584 -2.241  0.13
H 1.062 -2.730 -3.468  0.13
H 2.432 -0.653 0.836  0.14
H -1.742 3.217 0.998  0.07
H -3.635 2.418 2.317  0.03
H -4.269 0.588 1.068  0.10
H -5.013 -0.496 -1.034  0.12
C -7.612 4.969 6.071  -0.06
C -6.385 4.186 5.662  -0.19
O -6.107 4.343 4.251  0.04
C -5.473 5.447 3.903  -0.41
O -5.098 6.332 4.610  0.18
C -5.213 5.429 2.384  -0.53
F -6.289 5.047 1.697  0.18
F -4.222 4.553 2.098  0.13
F -4.838 6.625 1.955  0.18
H -8.468 4.684 5.460  0.08
H -7.846 4.773 7.117  0.08
H -7.454 6.040 5.948  0.08
H -6.540 3.119 5.801  0.13
H -5.508 4.476 6.239  0.13
C -1.180 5.897 2.745  -0.05
C -1.734 7.146 2.093  -0.19
O -0.745 8.198 2.070  0.04
C 0.145 8.131 1.094  -0.40
O 0.217 7.305 0.234  0.17
C 1.102 9.338 1.184  -0.55
F 1.515 9.540 2.438  0.17
F 0.473 10.445 0.767  0.17
F 2.167 9.146 0.416  0.18
H -0.798 6.128 3.740  0.09
H -1.953 5.139 2.835  0.05
H -0.359 5.478 2.165  0.08
H -2.561 7.542 2.677  0.12
H -2.098 6.958 1.084  0.12
C 10.928 -3.629 1.556  -0.06
C 9.878 -3.370 0.499  -0.19
O 8.642 -2.909 1.088  0.03
C 8.587 -1.627 1.402  -0.41
O 9.437 -0.802 1.253  0.18
C 7.193 -1.303 1.974  -0.54
F 6.800 -2.219 2.864  0.17
F 6.287 -1.288 0.978  0.14
F 7.183 -0.117 2.564  0.18
H 10.552 -4.330 2.302  0.08
H 11.822 -4.049 1.097  0.08
H 11.203 -2.708 2.070  0.08
H 9.616 -4.288 -0.021  0.13
H 10.220 -2.648 -0.241  0.13
C -2.593 -7.289 -6.654  -0.06
C -1.991 -6.080 -5.974  -0.19
O -1.302 -6.449 -4.758  0.03
C -0.079 -6.929 -4.915  -0.40
O 0.510 -7.084 -5.942  0.17
C 0.543 -7.244 -3.539  -0.55
F -0.315 -7.895 -2.748  0.17
F 0.892 -6.104 -2.925  0.15
F 1.630 -7.991 -3.680  0.18
H -3.250 -7.823 -5.967  0.09
H -3.172 -6.977 -7.522  0.08
H -1.819 -7.980 -6.984  0.08
H -2.766 -5.386 -5.661  0.11
H -1.307 -5.546 -6.633  0.13

5.
DFT (the ωB97M-V functional and the def2-TZVPD basis) results for a structure of composition C8H16N6O2Pt in a non-equilibrium geometry.

- HOMO-LUMO gap (alpha / beta): 9.8 / 6.9 eV
- Total charge: +2
- Relative energy (zero: lowest compared OMol25 entry of this formula, charge and spin): 3.99 kcal/mol
- Multiplicity: 3
- LUMO (alpha / beta): -5.948 / -9.087 eV

Last column: Löwdin spin population.
Geometry (Å):
Pt -9.773 2.440 9.187  1.50
C -5.085 3.732 8.081  0.00
O -5.913 2.785 7.425  0.00
C -7.085 2.633 7.835  0.01
O -7.552 2.868 8.947  0.04
N -7.768 2.140 6.736  0.01
N -9.178 1.895 6.835  0.12
H -4.977 3.320 9.098  0.00
H -5.521 4.702 8.092  0.00
H -4.139 3.677 7.587  0.00
H -7.380 2.139 5.795  0.00
H -9.441 0.910 6.665  0.00
H -9.651 2.513 6.245  0.00
N -10.196 0.369 11.410  0.01
C -9.881 0.169 12.682  0.02
C -8.852 1.007 12.976  0.01
C -8.546 1.713 11.824  0.03
N -9.384 1.276 10.863  0.17
H -10.968 0.033 10.840  0.00
H -10.446 -0.623 13.193  0.00
H -8.278 1.047 13.885  0.00
H -7.685 2.340 11.617  0.00
C -14.982 1.656 8.306  0.00
N -14.252 1.928 9.575  0.00
C -15.034 2.136 10.808  0.00
C -12.971 2.110 9.546  0.01
N -11.831 2.276 9.490  0.06
H -15.622 2.496 8.155  0.00
H -15.506 0.660 8.480  0.00
H -14.206 1.529 7.505  0.00
H -15.434 3.111 10.738  0.00
H -14.371 1.963 11.684  0.00
H -15.743 1.344 10.790  0.00

6.
DFT (the ωB97M-V functional and the def2-TZVPD basis) results for a structure of composition C28H54B3BrO15S5 in a non-equilibrium geometry.

- HOMO-LUMO gap: 10.1 eV
- Multiplicity: 1
- LUMO: 0.299 eV

Last column: Löwdin charge in e.
Geometry (Å):
C -0.930 2.968 0.800  0.14
C -0.621 2.734 -0.332  0.08
B -0.289 2.186 -1.705  -0.59
O -1.331 1.776 -2.532  0.28
B -1.216 2.285 -3.829  -0.58
C -2.509 2.429 -4.693  -0.11
C -2.862 1.072 -5.350  -0.74
C -4.360 0.941 -5.576  -0.14
Br -1.898 0.931 -7.035  0.72
O 0.038 2.595 -4.288  0.33
B 0.989 1.887 -3.545  -0.72
O 1.807 1.019 -4.169  0.17
C 2.243 -0.114 -3.408  -0.10
C 1.149 -1.157 -3.182  -0.38
C 1.239 -1.722 -1.762  -0.02
O 1.224 -2.189 -4.158  -0.02
O 0.999 2.073 -2.167  0.33
H -1.464 3.070 1.720  0.03
H -2.418 3.193 -5.457  0.10
H -3.353 2.682 -4.053  0.12
H -2.517 0.281 -4.693  0.09
H -4.809 0.600 -4.646  0.08
H -4.780 1.915 -5.804  0.08
H -4.580 0.243 -6.373  0.06
H 3.028 -0.589 -3.989  0.14
H 2.695 0.208 -2.474  0.13
H 0.162 -0.716 -3.302  0.15
H 2.270 -1.792 -1.426  0.09
H 0.819 -2.723 -1.756  0.07
H 0.677 -1.096 -1.077  0.09
H 1.933 -2.783 -3.893  0.09
C -0.350 6.921 4.868  -0.21
C -0.593 8.097 3.912  -0.20
C -1.415 7.562 2.735  -0.22
S -2.372 6.186 3.376  0.67
O -1.927 4.970 2.736  -0.34
O -3.772 6.525 3.411  -0.32
C -1.699 6.228 5.033  -0.23
H 0.045 7.252 5.827  0.11
H 0.369 6.227 4.429  0.12
H -1.152 8.881 4.427  0.12
H 0.340 8.535 3.562  0.11
H -2.098 8.305 2.332  0.11
H -0.772 7.180 1.944  0.08
H -1.628 5.213 5.417  0.11
H -2.382 6.816 5.645  0.11
C -0.112 6.924 -2.752  -0.21
C 1.189 6.207 -2.369  -0.21
C 2.122 7.249 -1.742  -0.21
S 1.054 8.493 -1.005  0.66
O 1.243 9.740 -1.698  -0.32
O 1.147 8.419 0.433  -0.33
C -0.494 7.767 -1.540  -0.22
H -0.902 6.220 -3.011  0.11
H 0.058 7.569 -3.616  0.12
H 0.974 5.423 -1.641  0.11
H 1.657 5.736 -3.231  0.12
H 2.753 6.829 -0.963  0.10
H 2.735 7.750 -2.488  0.10
H -1.202 8.563 -1.760  0.11
H -0.865 7.146 -0.725  0.10
C -1.010 -0.298 3.119  -0.21
C 0.272 -1.058 3.483  -0.21
C 1.236 -0.043 4.113  -0.21
S 0.211 1.233 4.859  0.65
O 0.436 2.466 4.147  -0.33
O 0.311 1.178 6.296  -0.33
C -1.362 0.556 4.334  -0.23
H -1.822 -0.976 2.860  0.12
H -0.823 0.347 2.257  0.10
H 0.038 -1.845 4.203  0.12
H 0.714 -1.532 2.608  0.08
H 1.865 -0.478 4.885  0.10
H 1.853 0.444 3.361  0.10
H -2.045 1.374 4.114  0.10
H -1.749 -0.047 5.154  0.11
C 1.633 -5.973 3.343  -0.21
C 0.468 -6.713 2.672  -0.21
C -0.112 -5.780 1.602  -0.21
S 1.239 -4.719 1.075  0.67
O 0.937 -3.358 1.464  -0.34
O 1.615 -5.017 -0.281  -0.32
C 2.459 -5.376 2.207  -0.22
H 2.233 -6.638 3.963  0.12
H 1.250 -5.174 3.982  0.11
H 0.842 -7.620 2.200  0.09
H -0.296 -7.003 3.392  0.12
H -0.489 -6.321 0.738  0.08
H -0.890 -5.137 2.008  0.11
H 3.122 -4.573 2.521  0.11
H 3.017 -6.141 1.669  0.10
C 0.301 -11.402 -1.290  -0.22
C 1.226 -10.833 -2.375  -0.21
C 1.110 -9.304 -2.322  -0.21
S 0.686 -8.897 -0.624  0.67
O -0.633 -8.315 -0.597  -0.32
O 1.796 -8.236 0.015  -0.32
C 0.579 -10.583 -0.033  -0.23
H 0.478 -12.463 -1.120  0.12
H -0.742 -11.280 -1.589  0.12
H 2.255 -11.132 -2.169  0.12
H 0.968 -11.208 -3.363  0.11
H 2.040 -8.802 -2.573  0.11
H 0.306 -8.933 -2.954  0.11
H -0.204 -10.649 0.719  0.11
H 1.543 -10.837 0.405  0.11